#a
This record from the OMol25 dataset describes the molecule C23H20N4O3. The level of theory is wB97M-V/def2-TZVPD.

gap between HOMO and LUMO = 0.3363 Ha
charge = 0
SMILES = COc1noc2c(C)cc(/C(=C\CCc3nnc(C)o3)c3cccc(C#N)c3)cc12
HOMO energy = -9.174 eV

Each line ends with the natural charge from an NBO analysis.
Geometry (Å):
N: 0.24130 -5.62831 1.89767  -0.29
C: 0.34314 -4.54986 2.28959  0.27
N: -0.09666 -0.25221 -4.45762  -0.14
N: -4.09747 2.14504 1.01280  -0.30
N: -3.19571 3.03909 1.44851  -0.29
O: -2.24185 1.84705 0.01668  -0.40
O: 1.14664 0.34278 -4.15266  -0.35
O: -1.66678 -1.31323 -2.97067  -0.54
C: -0.48381 -0.58734 -3.29166  0.48
C: -3.43586 1.44099 0.08610  0.46
C: -2.05718 2.81532 0.89696  0.43
C: 0.92222 0.34984 1.49792  -0.08
C: 0.65763 1.60318 1.84871  -0.13
C: 1.54368 -1.86026 4.50442  -0.22
C: 1.15948 -3.08476 4.02118  -0.14
C: 1.43397 -0.71821 3.70524  -0.17
C: 0.69167 -2.14862 1.93704  -0.19
C: 0.19398 -0.26742 -0.81043  -0.17
C: 2.43322 0.60018 -0.66094  -0.17
C: 0.72134 -3.25120 2.72558  -0.17
C: 1.46606 0.34891 -2.75802  0.36
C: 0.33002 -0.22353 -2.19647  -0.20
C: 0.94066 -0.87319 2.36723  0.03
C: 1.19413 0.17605 0.01925  -0.04
C: 2.59139 0.61819 -2.02889  -0.09
C: -2.30425 -2.25060 -3.89904  -0.25
C: -3.89699 0.14149 -0.58437  -0.67
C: 3.87604 0.92763 -2.77422  -0.61
C: -0.81878 3.64221 1.13471  -0.44
C: 0.51024 2.90781 0.96564  -0.43
H: 0.54682 1.75328 2.94823  0.20
H: 2.04003 -1.66260 5.39180  0.22
H: 1.17709 -3.92938 4.70812  0.23
H: 1.81491 0.29024 4.08432  0.22
H: 0.23333 -2.35527 1.00672  0.23
H: -0.81291 -0.49011 -0.44869  0.22
H: 3.35488 0.65854 -0.02830  0.22
H: -3.10467 -1.65669 -4.42763  0.20
H: -2.59533 -3.11822 -3.33174  0.20
H: -1.50396 -2.66473 -4.55213  0.19
H: -3.16230 -0.70405 -0.42516  0.23
H: -4.73335 -0.21932 -0.01910  0.25
H: -4.11917 0.26663 -1.69016  0.24
H: 4.14308 0.18440 -3.42822  0.22
H: 4.53445 0.96576 -1.92714  0.21
H: 3.79849 1.86518 -3.32189  0.23
H: -0.76388 4.49593 0.42147  0.23
H: -0.90947 4.07499 2.11915  0.24
H: 1.33483 3.55429 1.23285  0.23
H: 0.62567 2.75413 -0.10275  0.22


#b
This record from the OMol25 dataset describes a 2-piece molecular cluster, C23H20N4O3 overall. The level of theory is wB97M-V/def2-TZVPD.

gap between HOMO and LUMO = 0.1773 Ha
charge = 0
HOMO energy = -6.827 eV

Each line ends with the natural charge from an NBO analysis.
Geometry (Å):
C: 4.97945 0.31790 -0.18911  -0.41
N: 3.63479 -0.23131 -0.16939  -0.31
C: 2.50007 0.47520 -0.43640  0.15
C: 1.37179 -0.36931 -0.29447  -0.22
C: 0.02585 0.00742 -0.46301  0.08
C: -1.06602 -0.85152 -0.67702  -0.22
C: -1.10235 -2.17604 -1.17417  0.12
N: -2.34355 -2.70451 -0.98994  -0.30
C: -2.69824 -4.08799 -1.24967  -0.41
C: -3.18611 -1.74949 -0.40458  0.10
C: -2.43264 -0.56388 -0.24167  0.01
C: -2.97673 0.48581 0.47665  -0.19
C: -4.19195 0.29592 1.14670  -0.20
C: -4.89121 -0.91691 1.03679  -0.20
C: -4.40861 -1.95405 0.22134  -0.24
C: 1.89876 -1.66588 0.14065  0.00
C: 3.31267 -1.55192 0.16003  0.12
C: 4.15739 -2.56988 0.59236  -0.24
C: 3.55156 -3.75286 1.04775  -0.20
C: 2.15534 -3.87535 1.06068  -0.21
C: 1.32501 -2.82236 0.64282  -0.22
H: 5.66874 -0.43176 0.20727  0.22
H: 5.28312 0.57687 -1.21299  0.22
H: 5.03236 1.22920 0.42261  0.24
H: 2.53751 1.53013 -0.71057  0.28
H: -0.20812 1.06406 -0.39132  0.26
H: -0.29403 -2.75659 -1.60911  0.24
H: -3.71485 -4.26473 -0.88589  0.23
H: -2.64495 -4.30539 -2.32619  0.22
H: -1.99589 -4.75904 -0.73274  0.22
H: -2.45849 1.43871 0.48228  0.27
H: -4.59593 1.09429 1.76900  0.23
H: -5.81958 -1.05720 1.58809  0.22
H: -4.93903 -2.89782 0.08667  0.21
H: 5.23759 -2.43968 0.57178  0.22
H: 4.16627 -4.57866 1.40389  0.22
H: 1.70147 -4.80032 1.41342  0.22
H: 0.24441 -2.88475 0.71128  0.22
C: -0.04131 3.56605 -0.58832  -0.62
C: -1.36198 4.03358 -0.38144  0.64
O: -2.41978 3.39528 -0.50771  -0.72
N: -1.46350 5.38513 -0.01308  -0.66
C: -0.43264 6.23562 0.37241  0.79
O: -0.60081 7.37384 0.76752  -0.65
N: 0.81080 5.62378 0.24779  -0.66
C: 1.09618 4.32449 -0.21161  0.63
O: 2.28439 3.96365 -0.25911  -0.73
H: 0.11600 2.63533 -1.10696  0.19
H: -2.38833 5.76425 0.12357  0.41
H: 1.58512 6.20272 0.53313  0.41


It turns out #b is the most stable, with the second structure 0.1965 hartree higher.


#a
This record from the OMol25 dataset describes the molecule C8H9NO2S. The level of theory is wB97M-V/def2-TZVPD.

gap between HOMO and LUMO = 0.3268 Ha
charge = 0
HOMO energy = -9.083 eV

Each line ends with the natural charge from an NBO analysis.
Geometry (Å):
C: 0.54798 2.97705 -0.34702  -0.20
C: -0.74279 2.40831 -0.14647  -0.20
C: 1.60839 2.11255 -0.43669  -0.19
C: -1.01277 1.03469 -0.28728  -0.19
C: 1.41968 0.75666 -0.32178  -0.17
C: 0.14890 0.17278 -0.29175  -0.16
C: -0.02951 -1.22370 -0.29529  0.05
C: -1.26714 -1.46319 1.77800  -0.45
N: -0.81736 -1.94281 0.50532  -0.42
O: 0.30467 -3.63604 -1.17327  -0.93
O: 2.16761 -1.94356 -1.44405  -0.93
S: 0.77617 -2.14795 -1.67017  1.53
H: 0.67547 3.96146 -0.41999  0.21
H: -1.71951 3.03367 -0.07649  0.22
H: 2.64992 2.61919 -0.60269  0.22
H: -2.03923 0.71828 -0.28866  0.23
H: 2.28161 0.23812 -0.40209  0.23
H: -2.46068 -1.29833 1.87513  0.20
H: -1.01938 -2.07188 2.70251  0.22
H: -0.99242 -0.49890 1.98037  0.19
H: -0.47959 -3.80642 -0.63764  0.53


#b
This record from the OMol25 dataset describes C8H9NO2S as an isolated structure. The level of theory is wB97M-V/def2-TZVPD.

gap between HOMO and LUMO (alpha / beta) = 0.2208 / 0.2215 Ha
charge = 0
HOMO energy (alpha / beta) = -7.799 / -7.809 eV

Each line ends with the natural charge from an NBO analysis.
Geometry (Å):
C: -0.90544 -0.48782 -1.56878  -0.44
C: -0.93844 -1.61131 -0.69412  0.20
C: 0.45604 -0.33755 -1.97394  0.59
C: 2.21244 3.74167 0.54432  0.12
C: 2.41738 2.81282 -0.39566  -0.49
C: -3.25113 -3.90251 2.26436  -0.45
C: -2.06090 -1.72445 0.08785  -0.25
C: 2.33002 4.75411 1.40190  -0.51
N: 1.13985 -1.27728 -1.16433  -0.34
O: 1.06434 0.17507 -2.84627  -0.60
O: 0.26723 -2.14002 -0.35668  -0.32
S: -2.00498 -3.82297 1.20119  0.35
H: -1.81120 0.01987 -1.99530  0.25
H: 1.62218 2.30205 -0.84237  0.23
H: 3.37779 2.45049 -0.47530  0.22
H: -4.09649 -3.24580 2.17472  0.21
H: -3.21804 -4.55486 3.06908  0.21
H: -3.11202 -1.74788 -0.26986  0.20
H: 2.26007 4.65648 2.45619  0.22
H: 2.38489 5.73610 0.96155  0.22
H: 1.86641 -1.79620 -1.57853  0.38


It turns out #a is the most stable, with the second structure 0.2164 hartree higher.


#a
This record from the OMol25 dataset describes an isolated ion of composition C4H11N2OS and charge +1. The level of theory is wB97M-V/def2-TZVPD.

gap between HOMO and LUMO = 0.3513 Ha
charge = +1
SMILES = CNC(=O)[C@H]([NH3+])CS
HOMO energy = -13.165 eV

Each line ends with the natural charge from an NBO analysis.
Geometry (Å):
N: -1.46431 0.87398 1.41227  -0.74
C: -0.29229 0.35325 0.54281  -0.12
C: 0.14905 1.50093 -0.33537  -0.54
S: 1.81412 1.87482 0.20847  0.00
C: -0.77066 -0.94325 -0.27213  0.67
N: -0.03760 -1.66629 -1.09593  -0.59
C: 1.36338 -1.96029 -0.81357  -0.43
O: -1.95071 -1.04454 -0.36738  -0.61
H: -1.35321 0.61711 2.41681  0.44
H: -2.35150 0.22500 1.24101  0.49
H: -1.72848 1.94051 1.52673  0.47
H: 0.38368 0.11453 1.37011  0.24
H: -0.60294 2.40557 -0.04526  0.21
H: 0.10735 1.32690 -1.36871  0.25
H: 2.14001 2.88962 -0.60856  0.16
H: -0.63333 -2.33717 -1.70346  0.45
H: 1.39543 -3.02214 -0.92680  0.23
H: 1.62778 -1.66881 0.21573  0.20
H: 2.20424 -1.47973 -1.39680  0.22


#b
This record from the OMol25 dataset describes an isolated ion of composition C4H11N2OS and charge +1. The level of theory is wB97M-V/def2-TZVPD.

gap between HOMO and LUMO = 0.3297 Ha
charge = +1
SMILES = [NH3+]CC(=O)NCCS
HOMO energy = -12.538 eV

Each line ends with the natural charge from an NBO analysis.
Geometry (Å):
O: -1.12177 -0.06351 2.11235  -0.61
C: -0.65819 -0.24193 0.99435  0.65
N: 0.53579 -0.80003 0.76760  -0.56
C: 1.08123 -0.84785 -0.56865  -0.28
C: 2.02115 0.30950 -0.90786  -0.57
S: 3.39772 0.59715 0.21116  0.01
C: -1.49833 0.27283 -0.17091  -0.33
N: -2.79584 0.73085 0.51234  -0.70
H: 1.13798 -0.82446 1.57332  0.44
H: 0.42563 -1.27233 -1.32162  0.23
H: 1.83139 -1.66152 -0.54534  0.23
H: 1.43382 1.23806 -1.02696  0.22
H: 2.41826 0.25557 -1.92270  0.25
H: 3.99737 -0.58790 -0.10669  0.13
H: -1.24333 1.14541 -0.76927  0.26
H: -1.75652 -0.51062 -0.88173  0.25
H: -2.57727 0.62462 1.53683  0.48
H: -3.50176 0.00184 0.33920  0.44
H: -3.12732 1.63430 0.17457  0.45


It turns out #b is the most stable, with the second structure 0.0509 hartree higher.


#a
This record from the OMol25 dataset describes a 2-piece molecular cluster, C7H14O2 overall. The level of theory is wB97M-V/def2-TZVPD.

gap between HOMO and LUMO = 0.3706 Ha
charge = 0
SMILES = C/C=C(\C)CCC=O.O
HOMO energy = -9.408 eV

Each line ends with the natural charge from an NBO analysis.
Geometry (Å):
O: 3.43848 -1.12312 0.68390  -0.51
C: 2.43600 -0.90655 1.28874  0.45
C: 1.39241 0.13171 0.90739  -0.50
C: -0.03941 -0.39268 0.72678  -0.44
C: -0.56423 0.14898 -0.47296  -0.02
C: -1.01729 -0.59988 -1.42868  -0.17
C: -1.33682 -0.20883 -2.81208  -0.63
C: -0.39154 1.71686 -0.71602  -0.63
H: 2.15564 -1.66348 2.11266  0.10
H: 1.47681 0.81963 1.68032  0.22
H: 1.64885 0.71089 -0.10024  0.22
H: -0.66987 -0.29853 1.67435  0.22
H: 0.15580 -1.51430 0.56511  0.22
H: -1.27761 -1.63364 -1.39158  0.20
H: -2.10277 -0.84733 -3.15975  0.22
H: -1.48356 0.86818 -2.84463  0.21
H: -0.40210 -0.54479 -3.41933  0.22
H: 0.70069 1.95600 -0.60391  0.21
H: -0.70926 2.06856 -1.62659  0.21
H: -0.92010 2.16482 0.04148  0.20
H: -3.07794 0.51086 0.83368  0.47
H: -2.07550 1.01944 1.71259  0.45
O: -2.97521 0.75388 1.76195  -0.92


#b
This record from the OMol25 dataset describes C7H14O2 as an isolated structure. The level of theory is wB97M-V/def2-TZVPD.

gap between HOMO and LUMO = 0.3827 Ha
charge = 0
HOMO energy = -9.549 eV

Each line ends with the natural charge from an NBO analysis.
Geometry (Å):
C: 0.91241 0.01617 -0.14989  -0.06
C: -1.30900 0.22517 0.98640  0.17
C: -0.10166 0.99711 0.54328  -0.47
C: 2.24918 0.04119 0.59151  -0.61
C: 1.11591 0.36290 -1.62378  -0.61
C: -2.58565 0.44589 0.22896  -0.67
C: 0.23429 -1.36311 0.06377  0.36
O: -0.77498 -1.47663 -0.97082  -0.76
O: -0.38884 -1.38844 1.25664  -0.59
H: -1.35438 -2.19055 -0.67328  0.47
H: -1.47619 0.22582 2.06110  0.20
H: 0.96332 -2.18653 -0.05780  0.16
H: -0.38529 1.79285 -0.15358  0.22
H: 0.37356 1.42518 1.41927  0.23
H: 2.10482 -0.22592 1.63955  0.22
H: 1.78046 -0.36098 -2.09433  0.21
H: 2.69781 1.03575 0.53288  0.21
H: 2.94942 -0.66693 0.14182  0.21
H: 1.55722 1.35475 -1.72302  0.20
H: 0.17248 0.35025 -2.16401  0.23
H: -2.42013 0.51056 -0.84268  0.23
H: -3.31441 -0.33357 0.44333  0.23
H: -3.00034 1.40908 0.54470  0.23


It turns out #b is the most stable, with the second structure 0.0446 hartree higher.


#a
This record from the OMol25 dataset describes a 2-piece molecular cluster, C6H14NO overall. The level of theory is wB97M-V/def2-TZVPD.

gap between HOMO and LUMO = 0.1162 Ha
charge = +1
HOMO energy = -12.162 eV

Each line ends with the natural charge from an NBO analysis.
Geometry (Å):
O: 1.52164 0.57147 -0.43011  -0.29
C: 0.70921 1.26685 -1.11192  0.21
C: -0.66003 1.00658 -1.16525  0.36
C: -1.22914 -0.16780 -0.40917  -0.34
C: -2.58377 -0.58301 -0.99290  -0.62
C: -1.28138 0.14203 1.09139  -0.36
C: -1.53544 -1.07112 2.00470  -0.62
N: 4.38057 -0.70312 0.52780  -1.08
H: 1.07786 2.12943 -1.73892  0.19
H: -1.30286 1.58294 -1.84460  0.25
H: -0.48922 -1.00167 -0.58630  0.31
H: -3.00476 -1.45652 -0.51332  0.26
H: -2.50281 -0.82920 -2.06785  0.23
H: -3.32633 0.23690 -0.89775  0.23
H: -2.04208 0.97331 1.27314  0.23
H: -0.37241 0.65592 1.33849  0.22
H: -0.79357 -1.85760 1.85865  0.23
H: -2.49522 -1.53589 1.87564  0.23
H: -1.50377 -0.79634 3.08755  0.26
H: 3.55586 -0.23317 0.15942  0.36
H: 5.13066 -0.73809 -0.13641  0.37
H: 4.71486 -0.34116 1.43743  0.38


#b
This record from the OMol25 dataset describes a 2-piece molecular cluster, C6H14NO overall. The level of theory is wB97M-V/def2-TZVPD.

gap between HOMO and LUMO = 0.2205 Ha
charge = +1
HOMO energy = -13.032 eV

Each line ends with the natural charge from an NBO analysis.
Geometry (Å):
C: -1.80838 -1.01875 1.06928  -0.06
O: -3.18994 -1.08512 0.79695  -0.71
C: -1.09172 -1.67326 -0.11514  -0.24
C: 0.24482 1.36599 -1.55404  -0.09
C: 0.73553 1.25929 -0.28952  -0.34
C: 1.90753 0.58870 0.00006  0.23
C: 2.81826 1.09403 1.02458  -0.73
N: -1.53134 -1.04764 -1.37271  -0.73
H: -1.58327 -1.55402 1.99048  0.18
H: -1.46384 0.02478 1.12207  0.13
H: -3.68627 -0.66694 1.50488  0.48
H: -0.00695 -1.55772 0.00927  0.15
H: 0.66024 0.90819 -2.44757  0.24
H: -0.27561 2.29816 -1.76256  0.25
H: 0.32430 1.89122 0.48628  0.25
H: 2.29068 -0.19032 -0.65306  0.23
H: 2.36019 1.38981 1.97116  0.28
H: 3.59054 0.38092 1.25505  0.27
H: 3.35854 1.96560 0.64039  0.31
H: -1.14017 -0.10212 -1.39912  0.31
H: -1.09313 -1.55771 -2.13632  0.36
H: -1.42001 -2.71307 -0.14042  0.23


It turns out #b is the most stable, with the second structure 0.0277 hartree higher.